Below is 5 unconnected molecules or ions with the total composition C4H14O3 in a non-equilibrium geometry, with properties calculated with wB97M-V/def2-TZVPD.

Results
Highest occupied orbital energy = -0.337 hartree
Energy relative to the best compared isomer or geometry (same formula, charge and spin) = 158.5 kcal per mole
Kohn-Sham gap = 6.271 eV
Total energy = -10511.05822 eV
Net charge = 0

Last column: Löwdin charge in e.
Cartesian coordinates (Å):
1 C 1.48161 -1.01608 0.04875  -0.061
2 C 0.75785 -0.18397 -0.75104  -0.179
3 C 0.86402 -0.05954 -2.27624  -0.090
4 C 1.51769 -1.06247 1.53586  -0.058
5 H 2.09641 -1.74278 -0.45734  0.117
6 H 0.10096 0.59674 -0.34426  0.047
7 H 0.34976 -0.78325 -2.89915  0.072
8 H 1.86330 0.23669 -2.60871  0.077
9 H 0.20836 0.88876 -2.48963  0.093
10 H 0.72331 -1.70318 1.91167  0.075
11 H 2.47943 -1.52888 1.79156  0.094
12 H 1.30984 -0.09162 1.90769  0.082
13 H -1.36917 2.13070 1.34161  -0.022
14 H -1.00682 -0.56090 -0.26441  0.412
15 O -1.21880 1.31232 0.85544  -0.375
16 H -2.62888 2.22149 -1.71889  0.021
17 H -1.65686 1.49258 -0.68020  -0.063
18 O -1.89867 1.60985 -1.63601  -0.121
19 H -1.47473 0.22176 2.34113  0.003
20 H -1.11728 -1.25214 1.81181  -0.015
21 O -1.38134 -0.72608 2.58036  -0.110